42
Properties=species:S:1:pos:R:3 method="wB97M-V/def2-TZVPD" homo_ha=-0.4253 gap_ev=7.1 lumo_ha=-0.1661 charge=+1 largest_force_ev_per_a=4.31
Pd 0.326 0.062 0.125
N -0.048 -2.166 -0.102
C 0.750 -4.432 0.025
C -1.309 -2.565 -0.012
C 3.334 -3.421 -0.359
C 2.296 0.666 1.197
C 2.279 -2.552 -0.355
C 0.335 1.195 2.534
C -3.680 -1.690 -0.068
C -2.300 -1.484 -0.020
C -0.592 -4.859 0.126
C 0.521 3.672 -0.352
C 0.805 2.496 0.534
C -1.807 -0.168 -0.006
C -4.051 0.686 -0.056
C 1.950 1.693 0.300
C -1.607 -3.943 0.076
C -2.676 0.907 -0.010
C 0.055 2.281 1.709
C 1.863 -5.292 0.050
C 3.124 -4.790 -0.128
C -4.542 -0.609 -0.084
C 0.974 -3.038 -0.135
C 1.445 0.375 2.279
H 1.064 4.541 0.024
H -0.537 3.925 -0.358
H 4.335 -3.066 -0.546
H 2.398 -1.482 -0.550
H 3.975 -5.451 -0.107
H -5.606 -0.782 -0.109
H 1.720 -0.404 2.982
H -2.636 -4.261 0.114
H 0.847 3.495 -1.376
H -4.084 -2.691 -0.091
H -4.737 1.520 -0.058
H 2.621 1.943 -0.520
H 1.706 -6.349 0.207
H -0.265 1.021 3.418
H -0.752 2.956 1.960
H -0.808 -5.912 0.229
H 3.249 0.153 1.102
H -2.308 1.928 0.009